#A
Here is a molecular structure, C5H8FNO from OMol25. Energies are from ωB97M-V/def2-TZVPD.

LUMO level (eV): 0.875
HOMO-LUMO gap (eV): 9.2

Element x y z (Å)
1 C 0.23032 -0.58958 0.37084
2 C 1.25303 -1.23587 -0.52725
3 C 0.34584 -0.24859 -1.12585
4 C -0.93814 1.22885 -0.25391
5 C -1.26353 -0.23046 0.48293
6 H 0.88548 -0.16432 2.40442
7 H 1.80431 0.72720 0.83746
8 H 1.11902 -2.15750 -1.06364
9 H 2.31156 -1.04441 -0.19119
10 H -0.55067 -0.55502 -1.73688
11 H -1.52652 1.45511 -1.24557
12 H -0.87829 2.09689 0.36881
13 H -1.66972 -0.04926 1.51512
14 N 0.77296 0.35263 1.20712
15 O 0.45123 1.22169 -0.86540
16 F -2.34689 -0.80736 -0.17701

***

#B
Here is a single C5H8FNO molecule from OMol25. Energies are from ωB97M-V/def2-TZVPD.

Structure (SMILES): O=C[C@]1(F)CCNC1
LUMO level (eV): 0.742
HOMO-LUMO gap (eV): 10.3

Element x y z (Å)
1 C -0.34572 -0.53356 0.46068
2 C 1.07811 -0.63884 -0.23273
3 C 1.07313 0.63198 -1.14177
4 C -0.91944 0.73083 -0.10008
5 C -0.58171 -0.59379 1.97385
6 H 1.88298 -0.68495 0.46933
7 H 1.01964 -1.54820 -0.85928
8 H 1.48361 1.45279 -0.51320
9 H 1.65326 0.49635 -2.08707
10 H -0.74638 0.30665 -2.03018
11 H -0.76771 1.60677 0.55642
12 H -1.99325 0.61844 -0.13869
13 H -1.07623 -1.55997 2.26237
14 N -0.30948 1.00548 -1.37340
15 O -0.33445 0.27463 2.78581
16 F -1.11636 -1.56460 -0.03205

***

Which one sits at the bottom of the stability order? #A does.

***

#A
Here is a single C2H2N4O2 molecule from OMol25. Energies are from ωB97M-V/def2-TZVPD.

Structure (SMILES): [H]/N=c1/[nH]c(=O)nno1
LUMO level (eV): -1.081
HOMO-LUMO gap (eV): 9.7

Element x y z (Å)
1 C 0.94807 -0.09209 -0.00190
2 C -1.52918 -0.19157 0.04311
3 H 2.81885 -0.13146 -0.09199
4 H -0.21921 -1.77298 0.13351
5 N 2.00226 -0.74008 -0.04837
6 N -0.28196 -0.75557 0.12673
7 N -1.50262 1.26434 0.02511
8 N -0.48962 1.95196 0.02850
9 O -2.56597 -0.77668 -0.13064
10 O 0.81938 1.24412 -0.08405

***

#B
Here is 2 unconnected molecules or ions with the total composition C2H2N4O2 from OMol25. Energies are from ωB97M-V/def2-TZVPD.

LUMO level (spin up / spin down) (eV): -1.196 / -1.195
HOMO-LUMO gap (spin up / spin down) (eV): 8.2 / 8.2

Element x y z (Å)
1 C 3.35071 1.42494 0.04518
2 C 1.25563 0.32644 0.00723
3 N 4.47480 1.67234 -0.07427
4 N 2.07957 1.21582 0.04919
5 N -0.04731 0.13259 -0.03826
6 N 1.75923 -1.85876 -0.00846
7 O 0.67356 -2.42861 -0.04421
8 O 2.84562 -2.33635 0.04771
9 H -0.83703 0.77912 -0.08255
10 H -0.40809 -0.77086 -0.03059

***

#C
Here is a single C2H2N4O2 molecule from OMol25. Energies are from ωB97M-V/def2-TZVPD.

Structure (SMILES): [H]/N=c1\onnn1C=O
LUMO level (eV): 0.144
HOMO-LUMO gap (eV): 10.5

Element x y z (Å)
1 C -0.45614 0.72976 -0.02591
2 C 1.38251 -0.87881 -0.06299
3 H -0.20431 2.70807 0.21434
4 H 1.48669 -1.84832 0.33283
5 N 0.20478 1.77879 -0.01693
6 N -2.03132 -0.86909 -0.01992
7 N -0.91738 -1.42709 -0.02246
8 N 0.05304 -0.52581 -0.11980
9 O -1.84238 0.50442 -0.15959
10 O 2.32453 -0.17194 -0.11955

***

Which one sits at the bottom of the stability order? #B does.